C22H76N6O16 | wB97M-V/def2-TZVPD

The value obtained for the gap between HOMO and LUMO is 9.0 eV. The relative energy (zero: lowest compared OMol25 entry of this formula, charge and spin) is 99.90 kJ/mol. For the highest occupied orbital energy, the calculation gives -8.8082 eV.

Last column: Mulliken charge in e.
Geometry (Å):
C 1.719 3.737 -1.536  -0.259
C 0.278 3.758 -1.087  0.971
O 0.117 4.017 0.311  -0.575
H 1.803 3.305 -2.557  -0.241
H 2.306 3.127 -0.856  -0.034
H 2.068 4.797 -1.635  0.432
H -0.102 2.753 -1.219  -1.090
H -0.337 4.384 -1.752  0.526
H 0.230 4.934 0.494  0.260
C 1.362 -4.735 0.079  -1.780
C 0.889 -3.268 0.245  0.948
O 0.573 -2.983 1.610  -0.392
H 1.325 -4.950 -0.989  0.397
H 0.819 -5.476 0.750  0.301
H 2.375 -4.899 0.352  0.451
H -0.016 -3.070 -0.281  0.698
H 1.622 -2.570 -0.164  -0.587
H 1.393 -2.820 2.118  0.182
C -2.727 -2.567 4.334  -1.849
C -1.944 -1.385 3.694  0.984
O -2.501 -0.161 3.984  -0.472
H -2.898 -2.308 5.325  0.528
H -2.166 -3.450 4.255  0.367
H -3.657 -2.703 3.900  0.379
H -1.838 -1.457 2.643  -0.612
H -0.899 -1.493 3.979  0.285
H -1.733 0.381 4.277  0.344
C -2.202 -0.892 -3.075  -0.718
C -3.621 -1.020 -2.631  0.046
O -4.516 -0.508 -3.591  -0.593
H -2.005 -1.482 -4.015  0.557
H -1.497 -1.354 -2.361  -0.308
H -1.776 0.086 -3.301  0.428
H -3.844 -0.560 -1.636  -0.139
H -3.839 -2.077 -2.512  0.321
H -4.215 -0.777 -4.455  0.333
C 0.542 -0.002 -0.201  1.591
C -0.930 0.081 0.091  1.977
O -1.147 0.915 1.179  0.677
H 0.600 -0.534 -1.154  -1.284
H 1.001 -0.460 0.635  -1.153
H 0.984 0.948 -0.364  -0.269
H -1.315 -0.883 0.371  -0.075
H -1.379 0.579 -0.792  -0.270
H -1.855 1.523 0.944  -0.285
C 4.848 2.733 -2.963  -1.295
C 4.005 1.433 -2.877  0.920
O 3.481 1.200 -4.185  -0.471
H 5.655 2.645 -3.721  0.366
H 5.328 2.928 -2.000  0.255
H 4.278 3.601 -3.313  0.321
H 3.162 1.500 -2.072  -0.496
H 4.666 0.581 -2.535  0.179
H 4.085 0.636 -4.649  0.320
C -3.065 2.534 -0.994  0.091
O -2.261 2.833 -2.129  -0.736
N -4.269 2.028 -1.053  -0.226
N -2.633 2.881 0.195  -0.263
H -4.655 1.895 -1.989  0.296
H -4.625 1.527 -0.246  0.155
H -1.685 3.258 0.276  0.274
H -3.259 2.999 1.009  0.273
C 1.786 1.422 3.221  0.286
O 2.858 1.745 4.013  -0.843
N 1.499 1.947 2.098  0.475
N 1.009 0.435 3.562  0.190
H 1.856 2.991 1.925  0.283
H 0.678 1.718 1.526  -0.638
H 1.230 -0.017 4.454  0.318
H 0.522 -0.051 2.804  -0.375
C -2.667 -3.629 0.734  0.264
O -2.362 -2.787 -0.328  -0.466
N -1.750 -4.274 1.388  -0.149
N -3.888 -3.795 1.142  -0.295
H -0.737 -4.002 1.225  -0.133
H -2.001 -4.782 2.214  0.187
H -4.653 -3.504 0.481  0.302
H -4.093 -4.682 1.707  0.244
C 3.338 -1.609 2.304  -0.132
O 2.424 -2.108 3.151  -0.714
H 3.014 -1.549 1.300  -0.560
H 4.237 -2.210 2.286  0.482
H 3.631 -0.627 2.697  0.413
H 2.496 -1.598 3.942  0.417
C 5.016 0.890 0.719  -1.059
O 3.685 0.846 0.401  -0.267
H 5.693 1.567 0.160  0.192
H 5.502 -0.050 0.559  0.354
H 5.129 1.123 1.740  0.508
H 3.279 1.539 0.917  0.086
C 0.313 1.879 -4.173  -0.494
O -0.820 2.741 -4.263  -0.637
H 0.345 1.461 -3.153  -0.276
H 1.240 2.389 -4.263  0.606
H 0.277 1.058 -4.959  0.318
H -1.313 2.767 -3.437  0.574
C 1.029 -1.820 -3.860  -0.129
O 1.445 -2.608 -2.790  -0.542
H 1.199 -0.774 -3.604  -0.217
H -0.008 -1.882 -4.120  0.082
H 1.547 -1.944 -4.815  0.361
H 2.110 -2.119 -2.295  0.228
C 4.240 -2.238 -1.190  -0.627
O 3.469 -1.059 -1.410  -0.240
H 3.689 -3.096 -1.505  0.297
H 4.643 -2.255 -0.150  0.258
H 5.010 -2.302 -1.909  0.262
H 3.826 -0.408 -0.826  -0.065
C -3.902 3.010 3.999  -0.625
O -2.781 3.217 3.158  -0.367
H -4.731 2.521 3.427  0.235
H -4.336 3.900 4.509  0.329
H -3.622 2.249 4.752  0.183
H -2.899 3.983 2.659  0.265
C -4.087 0.143 1.353  0.677
O -5.348 0.527 0.846  -0.617
H -3.423 0.063 0.448  -0.942
H -4.112 -0.866 1.769  0.402
H -3.813 0.891 2.158  0.003
H -6.028 -0.071 1.145  0.367

C30H45O5P | wB97M-V/def2-TZVPD

The value obtained for the gap between HOMO and LUMO is 5.5 eV. The relative energy (zero: lowest compared OMol25 entry of this formula, charge and spin) is 0.00 kJ/mol. For the highest occupied orbital energy, the calculation gives -7.2298 eV.

Last column: Mulliken charge in e.
Geometry (Å):
C -1.963 -3.554 -4.841  -1.336
C -1.017 -2.634 -4.118  0.035
O -1.790 -2.027 -3.041  -0.282
P -1.270 -0.661 -2.369  1.056
C -0.623 -1.082 -0.785  -0.353
C 0.619 -1.790 -0.807  0.026
O 1.295 -2.060 0.190  -0.614
O 1.049 -2.121 -2.075  -0.431
C 2.460 -1.887 -2.364  -0.253
C 2.736 -0.464 -2.756  -0.847
O -0.371 0.168 -3.215  -0.907
O -2.681 0.044 -2.030  -0.576
C -3.235 0.958 -3.012  -0.100
C -4.729 0.777 -3.046  -1.346
H -1.446 -4.086 -5.639  0.401
H -2.384 -4.272 -4.133  0.295
H -2.781 -2.968 -5.272  0.319
H -0.180 -3.183 -3.675  0.129
H -0.633 -1.834 -4.762  0.356
H -1.295 -1.432 -0.008  0.699
H 3.032 -2.165 -1.471  0.217
H 2.696 -2.583 -3.177  0.337
H 3.592 -0.441 -3.439  0.378
H 1.869 0.004 -3.233  0.259
H 3.008 0.108 -1.860  0.087
H -2.940 1.973 -2.718  0.218
H -2.780 0.740 -3.991  0.489
H -5.210 1.686 -3.419  0.369
H -4.973 -0.035 -3.743  0.370
H -5.117 0.525 -2.053  0.218
C 5.656 -0.484 -0.378  -1.417
C 4.677 -0.171 0.711  0.554
C 3.943 -1.196 1.310  -0.565
C 2.957 -0.939 2.265  1.654
C 2.353 -2.123 2.972  -2.207
C 2.582 0.398 2.505  0.874
C 1.322 0.784 3.274  -0.011
C 1.538 0.696 4.792  -1.414
C 0.023 0.016 2.892  -1.405
C -0.401 0.205 1.487  -0.804
C -1.648 0.792 1.162  0.898
C -1.698 1.824 0.171  0.501
C -0.436 2.264 -0.505  -1.661
C -2.923 2.386 -0.154  -0.652
C -4.114 1.964 0.443  0.943
C -5.425 2.574 0.058  -1.358
C -4.063 0.954 1.411  -0.970
C -2.875 0.349 1.781  0.945
C -2.913 -0.769 2.783  -1.845
C 3.494 1.411 2.126  0.470
C 3.425 2.790 2.729  -1.745
C 4.473 1.136 1.176  -0.930
H 6.203 0.416 -0.678  0.346
H 6.385 -1.246 -0.068  0.370
H 5.143 -0.879 -1.268  0.189
H 4.141 -2.232 1.033  0.216
H 2.150 -1.922 4.030  0.240
H 1.441 -2.476 2.466  0.299
H 3.063 -2.963 2.931  0.510
H 1.115 1.841 3.029  0.518
H 2.453 1.217 5.099  0.333
H 0.692 1.161 5.315  0.396
H 1.603 -0.351 5.116  0.279
H 0.131 -1.062 3.107  0.448
H -0.765 0.402 3.563  0.630
H 0.404 0.121 0.754  1.053
H -0.611 3.201 -1.046  0.471
H 0.365 2.427 0.231  0.208
H -0.083 1.528 -1.246  0.184
H -2.951 3.188 -0.893  0.529
H -6.212 2.205 0.726  0.371
H -5.392 3.670 0.125  0.368
H -5.705 2.314 -0.973  0.218
H -4.993 0.632 1.878  0.345
H -3.935 -1.156 2.866  0.493
H -2.255 -1.605 2.508  0.296
H -2.631 -0.421 3.787  0.347
H 4.323 3.352 2.444  0.440
H 2.553 3.368 2.389  0.303
H 3.394 2.756 3.828  0.242
H 5.092 1.953 0.795  0.290

C4H6N2O2 | wB97M-V/def2-TZVPD

The value obtained for the gap between HOMO and LUMO (spin up / spin down) is 8.3 / 8.3 eV. The relative energy (zero: lowest compared OMol25 entry of this formula, charge and spin) is 338.39 kJ/mol. For the highest occupied orbital energy (spin up / spin down), the calculation gives -8.7198 / -8.7188 eV.

Last column: Mulliken charge in e.
Geometry (Å):
C 1.608 -1.228 -0.034  -1.205
C -1.748 0.466 -0.203  0.586
C 0.210 -0.782 -0.304  0.741
C 0.427 1.703 0.155  -0.201
O -2.469 -0.126 0.783  -0.471
N -0.768 -1.216 -0.916  -0.767
N -0.206 0.596 0.205  0.031
O -2.190 1.299 -0.932  -0.551
H -2.136 -1.021 0.929  0.357
H 1.813 -1.249 1.039  0.309
H 1.747 -2.224 -0.448  0.336
H 2.332 -0.555 -0.503  0.310
H 1.510 1.710 0.176  0.242
H -0.131 2.627 0.052  0.282